(1)
Molecular formula: C17H18BBrN6O2Ti
Method: DFT, wB97M-V/def2-TZVPD

Geometry as ORCA input:
```
! wB97M-V def2-TZVPD RIJCOSX def2/J DEFGRID3
* xyz 2 3
C -0.697 1.832 -2.036
N -0.090 0.704 -1.619
N -0.650 -0.360 -2.320
C -1.492 0.138 -3.261
C -1.559 1.515 -3.097
B -0.153 -1.862 -2.252
N 1.428 -1.727 -2.104
N 2.112 -0.746 -1.389
C 3.437 -0.845 -1.694
C 3.586 -1.836 -2.671
C 2.315 -2.343 -2.921
Ti 1.637 0.961 -0.175
N -1.073 -2.946 -1.422
N -1.165 -2.956 -0.053
C -2.073 -3.828 0.347
C -2.546 -4.525 -0.785
C -1.897 -3.944 -1.889
H -2.371 -3.917 1.392
H -1.964 -4.160 -2.947
H -3.260 -5.312 -0.771
H -0.239 -2.277 -3.406
H 1.943 -3.075 -3.636
H -1.877 -0.527 -4.029
H 4.507 -2.140 -3.135
H -2.109 2.215 -3.689
H 4.169 -0.235 -1.157
H -0.494 2.787 -1.557
H 1.733 -0.560 1.103
C 2.704 -0.020 1.246
H 3.431 -0.748 0.909
H 2.905 1.088 0.831
H 2.729 0.088 2.327
Br -2.596 0.527 2.118
C -1.756 2.031 2.964
C -2.404 2.526 4.098
C -1.814 3.559 4.839
C -0.591 4.126 4.453
C 0.054 3.677 3.305
C -0.500 2.597 2.587
C 0.244 2.052 1.457
O 1.218 2.658 0.801
O 0.042 0.871 1.032
H -3.330 2.042 4.411
H -2.328 3.863 5.751
H -0.142 4.894 5.093
H 0.976 4.144 2.948
*
```

Values from the calculation:
- frontier orbital gap (alpha / beta) (eV) = 6.73 / 4.38
- LUMO (alpha / beta) (Eh) = -0.277 / -0.364
- HOMO energy (alpha / beta) (eV) = -14.27 / -14.27

---

(2)
Molecular formula: C2H6BrN3
Method: DFT, wB97M-V/def2-TZVPD

Geometry as ORCA input:
```
! wB97M-V def2-TZVPD RIJCOSX def2/J DEFGRID3
* xyz 0 1
C 0.833 -0.538 -0.757
C -0.358 -0.115 -1.395
N 0.586 -0.790 0.839
N 0.064 0.284 1.423
N -1.202 0.565 1.133
Br -1.685 2.321 1.342
H 1.186 -1.529 -1.031
H 1.644 0.188 -0.767
H -0.551 0.919 -1.603
H -1.144 -0.813 -1.615
H -0.110 -1.534 0.860
H 0.735 1.042 1.571
*
```

Values from the calculation:
- frontier orbital gap (alpha / beta) (eV) = 8.56 / 7.89
- LUMO (alpha / beta) (Eh) = 0.014 / 0.001
- HOMO energy (alpha / beta) (eV) = -8.18 / -7.88

---

(3)
Molecular formula: C23H22Cl2FN2
Method: DFT, wB97M-V/def2-TZVPD

Geometry as ORCA input:
```
! wB97M-V def2-TZVPD RIJCOSX def2/J DEFGRID3
* xyz 1 1
Cl -0.687 -4.570 -2.791
C -2.302 -4.423 -3.296
N -3.060 -3.598 -2.588
F -0.929 -1.358 0.302
C -4.318 -3.411 -2.961
Cl -5.246 -2.311 -2.023
C -4.901 -4.052 -4.065
C -4.125 -4.970 -4.784
C -2.783 -5.144 -4.405
H -5.929 -3.767 -4.270
H -4.568 -5.550 -5.592
H -2.072 -5.792 -4.897
C -2.980 3.740 1.690
C -1.859 3.816 2.539
C -0.869 2.834 2.544
C -0.984 1.713 1.687
C -0.080 0.576 1.551
C 1.294 0.635 1.375
N 1.969 -0.457 0.925
C 1.374 -1.760 0.807
C 2.438 -2.726 0.321
C 3.665 -1.866 -0.028
C 3.267 -0.396 0.219
C 2.002 1.943 1.391
C 1.626 2.840 0.385
C 2.133 4.135 0.370
C 3.104 4.510 1.300
C 3.501 3.599 2.296
C 2.971 2.305 2.321
C -2.086 1.673 0.802
C -3.068 2.657 0.789
H -3.751 4.516 1.688
H -1.763 4.685 3.197
H 0.013 2.914 3.176
H -0.576 -0.327 1.168
H 0.916 -2.088 1.742
H 0.497 -1.649 0.098
H 2.666 -3.403 1.147
H 2.085 -3.322 -0.524
H 4.495 -2.137 0.634
H 3.990 -2.011 -1.064
H 3.176 0.130 -0.761
H 4.002 0.145 0.835
H 0.913 2.509 -0.368
H 1.772 4.821 -0.406
H 3.574 5.493 1.228
H 4.247 3.891 3.033
H 3.284 1.580 3.077
H -2.137 0.843 0.101
H -3.902 2.586 0.085
*
```

Values from the calculation:
- frontier orbital gap (eV) = 4.25
- LUMO (Eh) = -0.245
- HOMO energy (eV) = -10.92

---

(4)
Molecular formula: C20H43MoNO6PS3Si4
Method: DFT, wB97M-V/def2-TZVPD

Geometry as ORCA input:
```
! wB97M-V def2-TZVPD RIJCOSX def2/J DEFGRID3
* xyz 0 2
Mo -0.674 -0.656 0.718
C -6.704 0.370 1.229
C -5.567 -0.620 1.166
O -4.298 0.047 1.365
P -3.355 0.414 0.157
S -1.860 1.505 0.858
S -2.611 -1.237 -0.716
O -4.356 1.181 -0.810
C -4.014 1.473 -2.187
C -5.120 0.969 -3.077
H -7.653 -0.169 1.176
H -6.656 1.079 0.405
H -6.674 0.922 2.168
H -5.543 -1.164 0.219
H -5.631 -1.348 1.972
H -3.062 1.002 -2.438
H -3.889 2.552 -2.257
H -5.221 -0.114 -2.988
H -4.892 1.209 -4.117
H -6.072 1.432 -2.815
C 0.628 -3.051 -2.403
Si 2.002 -1.839 -1.926
C 3.212 -2.663 -0.755
C 2.946 -1.510 -3.508
Si 1.032 0.068 -0.959
Si 2.701 1.414 0.008
C 3.626 0.569 1.393
C 1.926 2.986 0.640
C 4.004 1.838 -1.265
Si 0.203 1.234 -2.845
C -0.803 0.040 -3.888
C 1.551 1.887 -3.973
C -0.813 2.748 -2.435
H 0.935 -4.093 -2.268
H 0.397 -2.915 -3.464
H -0.318 -2.887 -1.878
H 3.234 -3.746 -0.915
H 3.004 -2.474 0.300
H 4.216 -2.279 -0.960
H 3.436 -2.436 -3.828
H 3.718 -0.748 -3.372
H 2.286 -1.186 -4.314
H 2.970 0.111 2.131
H 4.237 1.317 1.908
H 4.288 -0.209 1.004
H 1.144 2.780 1.378
H 1.473 3.551 -0.181
H 2.685 3.618 1.111
H 4.473 0.941 -1.679
H 4.786 2.431 -0.779
H 3.604 2.421 -2.092
H -0.130 -0.556 -4.512
H -1.466 0.599 -4.557
H -1.409 -0.649 -3.296
H 2.307 1.143 -4.221
H 2.057 2.754 -3.547
H 1.074 2.213 -4.905
H -1.547 2.579 -1.648
H -1.328 3.091 -3.339
H -0.154 3.554 -2.098
O 1.805 -2.545 2.411
C 1.333 -1.596 3.009
N 0.472 -0.658 2.452
S -0.213 0.297 3.656
O -1.568 -0.152 3.828
O 0.067 1.690 3.477
C 0.810 -0.310 4.951
C 0.892 0.117 6.264
C 1.816 -0.526 7.075
C 2.622 -1.553 6.583
C 2.522 -1.965 5.261
C 1.603 -1.321 4.456
H 0.266 0.915 6.640
H 1.915 -0.222 8.110
H 3.336 -2.032 7.241
H 3.137 -2.758 4.858
O -0.058 -2.822 0.665
H 0.778 -2.871 1.186
H 0.132 -3.182 -0.211
*
```

Values from the calculation:
- frontier orbital gap (alpha / beta) (eV) = 6.83 / 6.71
- LUMO (alpha / beta) (Eh) = -0.027 / -0.018
- HOMO energy (alpha / beta) (eV) = -7.56 / -7.19

---

(5)
Molecular formula: C4H14N2O
Method: DFT, wB97M-V/def2-TZVPD

Geometry as ORCA input:
```
! wB97M-V def2-TZVPD RIJCOSX def2/J DEFGRID3
* xyz 2 1
C 0.029 1.459 0.533
C 0.333 0.773 -0.768
C 0.780 -0.649 -0.946
C 1.320 -1.273 0.089
N 2.266 -2.437 0.010
N -1.050 0.734 1.304
H 0.871 1.777 1.111
H -0.548 2.365 0.299
H -0.209 1.289 -1.560
H 1.288 1.293 -1.206
H 0.782 -0.919 -2.012
H 1.260 -0.958 1.134
H 3.218 -2.054 0.146
H 2.121 -2.928 0.916
H 2.043 -3.060 -0.781
H -1.510 1.291 2.048
H -1.823 0.604 0.597
H -0.852 -0.190 1.694
H -3.756 0.253 -0.835
H -3.405 1.660 -1.202
O -3.160 0.968 -0.573
*
```

Values from the calculation:
- frontier orbital gap (eV) = 11.40
- LUMO (Eh) = -0.252
- HOMO energy (eV) = -18.26

---

(6)
Molecular formula: C5H13N2
Method: DFT, wB97M-V/def2-TZVPD

Geometry as ORCA input:
```
! wB97M-V def2-TZVPD RIJCOSX def2/J DEFGRID3
* xyz 1 1
C -1.759 -1.413 1.162
C -0.455 -0.859 1.710
C 0.755 -0.984 0.788
C 0.673 -0.271 -0.545
N 0.659 1.202 -0.315
C 0.413 2.069 -1.251
N 0.640 1.751 -2.529
H -2.547 -1.250 1.888
H -1.724 -2.491 1.018
H -2.022 -0.937 0.215
H -0.239 -1.382 2.636
H -0.581 0.188 2.001
H 1.665 -0.682 1.314
H 0.888 -2.051 0.585
H -0.258 -0.490 -1.048
H 1.560 -0.521 -1.113
H 0.668 1.554 0.632
H -0.037 3.044 -1.128
H 1.503 1.273 -2.739
H 0.199 2.251 -3.282
*
```

Values from the calculation:
- frontier orbital gap (eV) = 10.99
- LUMO (Eh) = -0.149
- HOMO energy (eV) = -15.03

---

(7)
Molecular formula: C4H10O3S
Method: DFT, wB97M-V/def2-TZVPD

Geometry as ORCA input:
```
! wB97M-V def2-TZVPD RIJCOSX def2/J DEFGRID3
* xyz 0 1
C 1.992 2.072 1.322
C -0.502 -1.594 -0.385
C 2.111 0.735 1.238
C -0.579 -0.187 -0.963
O -3.285 -0.279 -1.811
O 1.125 -0.093 1.647
O 0.017 -0.174 -2.225
S -2.232 0.726 -1.064
H -3.126 -0.259 -2.748
H 1.142 2.461 1.787
H 2.778 2.707 0.888
H -0.934 -1.504 0.514
H -0.815 -2.273 -1.020
H 0.569 -1.801 -0.276
H 2.688 0.263 0.463
H -0.049 0.556 -0.334
H 0.398 0.326 2.118
H 0.612 0.638 -2.426
*
```

Values from the calculation:
- frontier orbital gap (eV) = 9.32
- LUMO (Eh) = 0.022
- HOMO energy (eV) = -8.71